Entry 1:
# CH3ClFP

2 unconnected molecules or ions with the total composition CH3ClFP at a distorted geometry (ωB97M-V/def2-TZVPD, the OMol25 dataset).

The geometry in XYZ format:
```
7
Properties=species:S:1:pos:R:3:forces:R:3:nbo_charge:R:1
C -0.297 0.456 -1.601 -2.3372 2.8747 1.1247 0.0778
F -0.883 -0.703 -1.474 -0.2027 -1.1744 -0.1166 -0.3208
P 2.214 0.383 0.658 -2.0901 -0.4078 1.6358 0.3183
Cl 3.707 0.863 -0.482 1.8517 0.3923 -1.3569 -0.2607
H 0.580 0.587 -2.119 1.9940 -0.5587 -1.2142 0.1288
H -0.985 1.348 -1.570 0.6473 -1.2035 0.2038 0.1271
H 2.715 -0.825 1.235 0.1371 0.0775 -0.2766 -0.0705
```
Positions in Å, forces in eV/Å.

Calculated values
gap between HOMO and LUMO (alpha / beta)	7.28 / 8.92	eV
LUMO energy (alpha / beta)	-1.07 / 0.53	eV
2S+1	1

=====

Entry 2:
# C6H6

C6H6 in the gas phase (ωB97M-V/def2-TZVPD, the OMol25 dataset).

The geometry in XYZ format:
```
12
Properties=species:S:1:pos:R:3:forces:R:3:nbo_charge:R:1
C 0.367 -0.837 -1.351 -0.0383 0.0283 -0.0686 -0.6056
C 0.720 -0.705 0.128 0.1083 -0.1343 -0.0120 -0.3772
C 1.540 1.427 0.836 -0.5604 -0.3885 -0.0617 0.3149
C 0.455 0.705 0.670 0.3606 0.3222 0.1050 -0.4556
C -0.867 1.142 0.989 -0.4712 0.1767 0.1422 -0.0361
C -1.986 1.471 1.294 0.4592 -0.1410 -0.1368 -0.1841
H 0.455 -1.881 -1.669 -0.0155 0.1580 0.0542 0.2166
H -0.656 -0.502 -1.549 0.1236 -0.0580 0.0514 0.2151
H 1.046 -0.233 -1.962 -0.1149 -0.0763 0.0925 0.2156
H 1.773 -0.962 0.290 -0.1333 0.0531 -0.0222 0.2268
H 0.127 -1.389 0.745 0.1001 0.1018 -0.0624 0.2278
H -2.974 1.762 1.578 0.1817 -0.0419 -0.0815 0.2418
```
Positions in Å, forces in eV/Å.

Calculated values
gap between HOMO and LUMO	9.05	eV
LUMO energy	-0.50	eV
2S+1	1

=====

Entry 3:
# CH4BrClSi

CH4BrClSi in the gas phase at a distorted geometry (ωB97M-V/def2-TZVPD, the OMol25 dataset).

The geometry in XYZ format:
```
8
Properties=species:S:1:pos:R:3:forces:R:3:nbo_charge:R:1
C 1.402 0.549 0.432 -0.0869 -0.6040 -3.4937 -0.6259
Si -0.313 -0.049 -0.336 2.0353 2.1960 -1.6426 0.8206
Cl 1.759 2.217 -0.085 -0.0274 0.0504 -0.2751 -0.0331
Br 2.921 -0.655 -0.022 -0.7667 0.5360 0.4476 0.0090
H 1.280 0.687 1.434 0.1567 -0.3983 2.8789 0.2010
H -0.314 0.214 -1.890 -0.1512 0.4090 1.4939 -0.1363
H -1.085 0.968 0.484 -0.4840 -1.1169 -0.4220 -0.1096
H -0.184 -1.465 -0.526 -0.6758 -1.0724 1.0129 -0.1257
```
Positions in Å, forces in eV/Å.

Calculated values
gap between HOMO and LUMO	10.54	eV
LUMO energy	0.48	eV
structure (SMILES)	[SiH3][C@H](Cl)Br
2S+1	1

=====

Entry 4:
# C32H50Cl5N2OSi5V

A molecular structure, C32H50Cl5N2OSi5V (ωB97M-V/def2-TZVPD, the OMol25 dataset).

The geometry in XYZ format:
```
96
Properties=species:S:1:pos:R:3:forces:R:3:mulliken_spin:R:1
V -0.653 -0.156 -0.265 -0.3828 -0.1833 -0.5302 1.9359
Cl -4.461 -3.501 4.809 -0.0086 -0.0002 0.0042 0.0000
C -3.808 -2.912 3.331 0.0187 0.0057 -0.0005 0.0008
C -2.804 -1.951 3.344 0.0170 -0.0089 -0.0201 0.0002
Cl -2.195 -1.306 4.817 -0.0147 -0.0119 -0.0088 0.0003
C -2.286 -1.517 2.139 0.0662 0.0578 -0.0201 0.0032
Cl -1.043 -0.301 2.059 -0.2225 -0.0282 0.9435 0.0022
C -2.694 -1.985 0.886 -0.0387 -0.0763 0.0575 0.0195
O -2.140 -1.563 -0.194 0.5295 0.1502 -0.1077 0.0411
C -3.746 -2.926 0.902 0.0142 -0.0119 -0.0189 -0.0015
Cl -4.356 -3.468 -0.617 -0.0393 0.0330 0.0222 0.0003
C -4.276 -3.385 2.099 -0.0233 -0.0190 0.0161 -0.0006
Cl -5.532 -4.561 2.072 -0.0024 0.0014 0.0000 -0.0001
C 1.313 2.531 -2.488 0.0116 -0.0751 -0.0647 0.0030
Si -0.362 3.003 -1.789 0.0411 -0.0771 0.0156 0.0055
C -0.407 4.875 -1.673 -0.0124 0.0377 -0.0213 -0.0037
C -1.592 2.594 -3.162 -0.0480 -0.0418 0.0875 0.0037
C -0.856 2.123 -0.156 -0.0420 0.0758 0.0340 0.0216
C -2.329 2.014 -0.362 0.0993 0.0955 -0.0273 -0.0248
C -3.327 2.990 -0.226 0.0264 -0.0169 -0.0150 -0.0103
C -4.621 2.665 -0.564 -0.0115 -0.0142 -0.0141 0.0021
C -4.920 1.378 -1.016 -0.0201 0.0144 -0.0024 -0.0002
C -3.897 0.462 -1.102 0.0316 -0.0406 -0.0042 0.0158
N -2.641 0.794 -0.790 0.2690 0.0021 0.0322 -0.0777
Si -0.533 2.942 1.543 0.0132 -0.0266 -0.0647 -0.0069
C 0.756 2.046 2.588 0.0689 -0.0207 -0.0144 0.0146
C 0.049 4.726 1.511 0.0109 0.0361 0.0085 -0.0026
C -2.115 2.955 2.585 0.0022 -0.0153 -0.0187 0.0050
H 1.201 2.202 -3.522 -0.0221 0.0262 -0.0336 0.0020
H 1.777 1.726 -1.926 -0.0873 0.0016 -0.1501 0.0123
H 2.003 3.377 -2.475 -0.0087 -0.0145 -0.0076 -0.0002
H -0.291 5.264 -2.689 -0.0072 0.0128 -0.0139 -0.0002
H 0.399 5.287 -1.066 -0.0108 -0.0165 -0.0426 0.0002
H -1.355 5.251 -1.284 -0.0140 0.0176 0.0011 -0.0003
H -1.157 2.930 -4.107 0.0037 0.0338 0.0034 0.0005
H -2.542 3.115 -3.032 -0.0368 -0.0089 0.0146 0.0000
H -1.810 1.530 -3.261 0.0023 0.0060 -0.0174 -0.0015
H -3.071 3.980 0.124 -0.0003 0.0109 0.0016 -0.0024
H -5.406 3.406 -0.481 -0.0035 0.0002 -0.0008 0.0000
H -5.928 1.097 -1.288 -0.0022 0.0045 0.0017 0.0000
H -4.057 -0.561 -1.418 0.0000 -0.0098 -0.0014 -0.0013
H 1.131 1.138 2.122 0.0643 -0.0388 -0.0324 0.0032
H 0.337 1.775 3.559 0.0057 -0.0073 0.0218 0.0016
H 1.615 2.694 2.765 0.0145 0.0103 -0.0017 0.0001
H 1.032 4.830 1.046 0.0027 0.0062 0.0062 0.0003
H 0.142 5.051 2.551 0.0047 0.0013 0.0174 -0.0002
H -0.641 5.405 1.010 -0.0121 0.0028 0.0178 -0.0006
H -2.780 2.112 2.396 0.0019 -0.0375 0.0160 -0.0004
H -2.695 3.867 2.439 -0.0094 0.0108 -0.0093 -0.0001
H -1.829 2.919 3.639 0.0163 0.0237 0.0012 0.0004
C 4.572 0.112 -0.877 0.0830 0.0480 0.0186 -0.0039
Si 3.062 0.460 0.202 0.0584 0.0300 0.0116 0.0425
C 2.825 2.340 0.115 0.0541 0.0344 0.1394 0.0014
C 3.798 0.213 1.935 0.0032 -0.0108 0.0505 0.0006
C 1.583 -0.654 -0.236 -0.2250 -0.0448 0.0565 -0.0080
Si 1.612 -1.227 -2.046 -0.0484 -0.0193 -0.0517 -0.0836
C 2.810 -0.439 -3.282 -0.0333 0.0362 -0.0169 0.0049
C 1.948 -3.045 -2.480 0.0240 0.0264 -0.0197 0.0045
C -0.118 -0.757 -2.727 0.0427 -0.0802 0.3332 0.1236
Si 1.866 -2.129 0.893 -0.0183 -0.0266 -0.0049 -0.0286
C 1.630 -1.903 2.756 0.0385 0.0060 0.0612 0.0014
C 3.556 -2.957 0.686 0.0729 -0.0125 0.0533 -0.0029
C 0.608 -3.480 0.463 -0.0283 -0.0030 0.0177 0.0140
C 0.474 -4.666 1.191 -0.0148 0.0472 0.0241 0.0007
C -0.459 -5.607 0.799 -0.0235 0.0041 -0.0207 -0.0003
C -1.246 -5.339 -0.314 0.0010 -0.0552 0.0243 -0.0006
C -1.066 -4.137 -0.972 0.0623 0.0448 -0.0122 0.0111
N -0.165 -3.232 -0.597 -0.0146 -0.0425 -0.0602 -0.0344
H 5.450 0.482 -0.342 0.0170 0.0089 0.0244 -0.0002
H 4.535 0.625 -1.837 0.0427 -0.0014 0.0881 -0.0003
H 4.728 -0.951 -1.067 0.0217 0.0159 0.0120 0.0003
H 3.226 2.783 1.028 0.0381 0.0068 0.0411 0.0012
H 3.385 2.752 -0.727 -0.0131 -0.0088 0.0645 0.0004
H 1.791 2.666 0.015 0.0584 -0.0296 0.0740 0.0074
H 4.682 0.858 1.935 0.0168 0.0143 0.0116 -0.0011
H 4.142 -0.799 2.156 -0.0561 0.2164 -0.0004 0.0002
H 3.165 0.541 2.756 -0.0056 0.0488 0.0084 0.0002
H 3.793 -0.905 -3.205 -0.0458 -0.0066 -0.0441 0.0007
H 2.942 0.639 -3.265 -0.0426 -0.0249 -0.0183 -0.0005
H 2.403 -0.710 -4.262 -0.0054 -0.0102 -0.0274 0.0005
H 2.206 -3.686 -1.642 -0.0018 -0.0125 0.0321 -0.0003
H 2.773 -3.082 -3.194 0.0244 -0.0168 -0.0170 -0.0001
H 1.072 -3.490 -2.956 -0.0021 0.0254 -0.0068 0.0010
H -0.061 -0.232 -3.681 0.0641 -0.0352 -0.0126 0.0061
H -0.667 -0.012 -2.117 -0.2324 0.2200 -0.7648 -0.0374
H -0.774 -1.621 -2.823 -0.0544 0.0032 -0.0011 0.0193
H 1.687 -0.872 3.101 -0.0358 -0.0648 -0.0121 -0.0004
H 2.414 -2.463 3.274 0.0003 0.0142 0.0238 0.0006
H 0.669 -2.309 3.077 -0.0077 -0.0321 0.0081 0.0015
H 4.324 -2.506 1.318 -0.0737 -0.1103 -0.1076 -0.0005
H 3.917 -2.931 -0.341 -0.0040 -0.0351 -0.0513 -0.0004
H 3.469 -4.007 0.976 -0.0096 -0.0168 0.0095 0.0000
H 1.094 -4.837 2.064 0.0125 -0.0090 -0.0078 -0.0001
H -0.580 -6.531 1.350 -0.0020 -0.0074 0.0003 0.0000
H -1.992 -6.042 -0.660 -0.0114 -0.0029 0.0044 0.0000
H -1.683 -3.876 -1.825 0.0180 -0.0088 0.0046 -0.0001
```
Positions in Å, forces in eV/Å.

Calculated values
gap between HOMO and LUMO (alpha / beta)	7.88 / 8.53	eV
LUMO energy (alpha / beta)	-0.35 / 0.23	eV
2S+1	3

=====

Entry 5:
# C10H15NO3

2 unconnected molecules or ions with the total composition C10H15NO3 at a distorted geometry (ωB97M-V/def2-TZVPD, the OMol25 dataset).

The geometry in XYZ format:
```
29
Properties=species:S:1:pos:R:3:forces:R:3:nbo_charge:R:1
C -2.186 1.330 1.685 0.7563 -0.6919 -0.4914 -0.1772
C -1.648 2.022 0.640 -1.5506 -0.6692 -2.3757 -0.2089
C -1.632 0.045 1.886 -3.0465 -0.9821 2.6527 -0.2699
C -0.917 1.331 -0.376 -1.2635 3.4596 3.0451 -0.2246
C -0.852 -0.615 1.024 0.8549 2.3906 -1.5975 0.3120
C -0.379 0.158 -0.096 -0.2774 -3.6444 -0.5574 -0.0148
C 0.597 0.344 -2.424 -1.4993 -0.7321 0.6583 -0.5984
C -0.049 -1.838 -1.516 1.7719 -0.6778 -0.6993 -0.6016
C 1.886 -0.820 -0.677 0.0100 -0.4141 2.0898 -0.6094
C 0.493 -0.476 -1.110 0.6103 -0.7328 -1.4716 -0.0998
N 0.923 1.475 1.521 -0.5701 -0.5300 2.3865 0.3736
O 0.125 1.979 2.204 2.4845 -0.2789 -0.5755 -0.2219
O 1.223 0.024 2.097 -1.7221 2.6869 1.7951 -0.7040
O -0.250 -1.754 1.343 -0.1104 -1.3881 2.0456 -0.6748
H -2.956 1.766 2.297 0.2273 -0.0248 0.5361 0.2252
H -1.901 3.040 0.445 -0.2986 0.5552 0.0184 0.2102
H -1.907 -0.549 2.811 0.1169 0.8710 -0.9471 0.2021
H -0.461 1.975 -1.059 0.2413 0.5732 -1.4578 0.2126
H 2.030 -0.111 1.693 2.8406 -0.7254 -1.3629 0.4608
H 0.955 1.333 -2.186 0.2265 0.3666 -0.3899 0.2032
H -0.477 0.383 -2.813 1.6257 0.2088 -0.0714 0.2125
H 1.296 -0.188 -3.082 -0.4185 0.3492 -0.0817 0.2140
H -0.033 -2.518 -0.618 -0.6053 0.4634 -1.4509 0.2445
H -0.948 -1.651 -2.074 -0.8743 -0.7249 0.1448 0.2091
H 0.753 -2.175 -2.280 -1.5739 -0.1275 1.0670 0.1918
H 2.296 -1.403 -1.488 0.8212 0.2065 -0.0396 0.2113
H 1.819 -1.493 0.235 0.3693 0.7648 -1.1076 0.2219
H 2.407 0.099 -0.428 0.6953 -0.0439 -0.1053 0.1987
H -0.204 -1.713 2.344 0.1586 -0.5081 -1.6568 0.5017
```
Positions in Å, forces in eV/Å.

Calculated values
gap between HOMO and LUMO	8.69	eV
LUMO energy	0.18	eV
structure (SMILES)	CC(C)(C)c1ccccc1O.O=NO
2S+1	1

=====

Entry 6:
# C15H19ClO5

A molecular structure, C15H19ClO5 at a distorted geometry (ωB97M-V/def2-TZVPD, the OMol25 dataset).

The geometry in XYZ format:
```
40
Properties=species:S:1:pos:R:3:forces:R:3:nbo_charge:R:1
C -0.629 4.122 -0.662 -0.2117 -0.4185 0.3423 -0.2690
O 0.564 3.326 -0.819 -0.0640 -0.5888 -0.1151 -0.4839
C 0.684 2.098 -0.301 0.6399 3.2011 1.9275 0.4098
C 2.094 1.719 -0.516 0.6902 0.1489 -1.1426 -0.1412
C 3.056 1.793 0.506 -0.2299 -0.0285 -0.1469 -0.1709
C 4.424 1.747 0.180 -0.0478 0.2017 -0.1007 -0.2114
C 4.845 1.740 -1.159 -0.4617 -0.6452 0.2120 -0.1961
C 3.873 1.739 -2.175 -0.1213 0.0168 0.1424 -0.1970
C 2.510 1.751 -1.857 0.7981 0.3059 0.1964 -0.1539
H -1.004 4.406 -1.660 0.2784 -0.2158 0.4260 0.2031
H -1.358 3.508 -0.128 -0.1413 0.3303 0.0056 0.2221
H -0.353 5.019 -0.088 -0.1131 -0.3809 -0.2326 0.2058
H 0.166 1.780 0.643 0.4037 1.0639 -1.0790 0.2839
H 2.739 2.041 1.528 0.1558 -0.5928 -0.3462 0.2223
H 5.172 1.757 0.987 -0.4646 0.0958 -0.4359 0.2208
H 5.919 1.679 -1.401 -0.6964 0.1637 0.1274 0.2214
H 4.172 1.757 -3.228 -0.0575 0.0416 0.4100 0.2171
H 1.768 1.975 -2.626 0.2413 -0.5917 0.1435 0.2217
C -3.880 -2.226 2.456 -0.0374 0.1105 -0.0242 -0.6255
C -3.329 -0.816 2.280 0.8604 0.0165 -0.2027 -0.0674
O -2.088 -0.926 1.486 -0.6281 0.7210 0.4441 -0.5166
C -1.527 0.236 1.071 0.4023 0.3094 -1.5438 0.7634
C -0.482 0.105 -0.006 -1.1707 -3.3477 0.9982 -0.5359
Cl -0.851 1.012 -1.509 0.1211 0.0938 0.3673 0.1045
C 0.058 -1.223 -0.454 0.3019 1.2115 -0.3806 0.7628
O 1.082 -1.285 -1.125 -0.9612 -0.2820 0.3376 -0.6378
O -0.684 -2.301 -0.134 0.4034 -0.3063 -0.6097 -0.5143
C -0.367 -3.457 -0.948 -0.0165 -0.1009 0.4324 -0.0731
C -1.250 -4.599 -0.463 0.0114 -0.1116 -0.1018 -0.6251
O -1.824 1.347 1.507 -0.2687 -0.6315 -0.1029 -0.6774
H -4.753 -2.144 3.118 0.1540 -0.1537 -0.1143 0.2120
H -4.222 -2.653 1.497 0.2864 0.1743 0.4086 0.2135
H -3.145 -2.901 2.927 -0.2837 0.3240 -0.2595 0.2182
H -4.045 -0.188 1.710 0.4924 -0.1696 0.5075 0.1890
H -3.064 -0.361 3.255 -0.3495 -0.0818 -0.5867 0.1904
H -0.602 -3.199 -2.002 0.4117 -0.1979 0.5588 0.1822
H 0.710 -3.686 -0.816 -0.6173 0.0676 -0.3372 0.1976
H -0.963 -5.495 -1.035 -0.1915 0.1606 0.2560 0.2105
H -1.093 -4.800 0.615 -0.1191 0.1427 -0.5851 0.2149
H -2.323 -4.396 -0.657 0.6004 -0.0562 0.2039 0.2096
```
Positions in Å, forces in eV/Å.

Calculated values
gap between HOMO and LUMO	6.90	eV
LUMO energy	-0.41	eV
2S+1	1

=====

Entry 7:
# C2H3NO3

C2H3NO3 in the gas phase at a distorted geometry (ωB97M-V/def2-TZVPD, the OMol25 dataset).

The geometry in XYZ format:
```
9
Properties=species:S:1:pos:R:3:forces:R:3:nbo_charge:R:1
C 0.777 -0.284 0.099 -0.4247 -0.7962 -2.2009 0.5544
C 0.495 1.174 0.344 -4.7319 2.3261 -4.8102 0.3144
H -1.989 -0.038 -0.139 -0.8463 1.3077 -1.3891 0.4829
H -0.074 -2.052 -0.634 -1.7013 2.9855 1.0916 0.3981
H 1.137 1.779 0.987 -0.1486 0.0323 0.0230 0.1788
N -0.368 -0.979 -0.444 2.1812 -1.1911 1.3205 -0.3569
O -1.523 -0.656 0.376 1.9634 -2.7331 0.4142 -0.5517
O 1.930 -0.625 -0.080 -1.0105 -0.0574 0.6293 -0.5188
O -0.384 1.680 -0.509 4.7187 -1.8737 4.9216 -0.5014
```
Positions in Å, forces in eV/Å.

Calculated values
gap between HOMO and LUMO	9.41	eV
LUMO energy	-0.82	eV
structure (SMILES)	O=CC(=O)NO
2S+1	1

=====

Entry 8:
# C10H14N4O2

C10H14N4O2 in the gas phase at a distorted geometry (ωB97M-V/def2-TZVPD, the OMol25 dataset).

The geometry in XYZ format:
```
30
Properties=species:S:1:pos:R:3:forces:R:3:nbo_charge:R:1
O -1.201 -0.752 -3.153 -0.6146 0.1626 0.7315 -0.5670
N -0.177 -0.928 -1.196 0.7054 -1.1853 -0.3122 -0.6040
N -1.002 0.537 0.396 -1.8567 2.1274 1.0751 -0.5652
O -3.069 1.643 0.091 2.2759 -0.9946 0.4629 -0.4522
C -1.265 -0.639 -1.929 0.7123 -0.6244 -4.0282 0.6566
C -0.078 -0.377 -0.050 1.3481 -0.4092 1.3092 0.6333
C -2.144 0.660 -0.213 1.9556 0.5013 2.9690 0.6633
N 3.747 -0.333 1.664 -0.3116 -0.2754 0.4058 -0.6438
N 1.037 -0.650 0.753 -0.9895 1.0156 -0.5286 -0.4002
C -4.117 1.563 -0.856 -0.7970 -0.8899 -0.2961 -0.0697
C -2.531 -0.204 -1.306 -0.9633 0.4366 0.9548 -0.4474
C 3.488 -1.099 0.403 0.2561 0.8486 0.6803 -0.2266
C 2.765 0.761 1.918 0.5065 -1.7552 -0.9873 -0.2276
C 2.058 -1.680 0.365 0.3845 0.8888 0.0362 -0.2281
C 1.339 0.215 1.940 0.5586 -0.7789 -0.3690 -0.2229
C -3.505 0.736 -1.969 -0.5313 -0.1937 -2.5593 -0.4163
H 4.692 0.066 1.722 -0.5692 -0.5156 -0.3668 0.3648
H -4.954 1.005 -0.410 0.0547 0.3651 0.0497 0.1759
H -4.449 2.572 -1.148 0.2821 -0.4399 0.1503 0.2071
H -3.009 -1.109 -0.909 -0.1442 0.0871 0.0504 0.2659
H 3.654 -0.429 -0.446 -0.1991 -0.0681 -0.3124 0.1691
H 4.207 -1.941 0.305 -0.4022 0.5392 0.2510 0.2077
H 2.886 1.500 1.138 -0.3286 0.5814 -0.3595 0.1662
H 2.972 1.222 2.870 0.1570 0.1051 0.3845 0.2060
H 1.897 -2.051 -0.658 -0.3898 0.3317 0.4824 0.2532
H 2.055 -2.537 1.046 -0.4346 0.1864 0.1491 0.1978
H 0.706 1.085 2.018 -0.6434 -0.1387 -0.4000 0.2411
H 1.180 -0.395 2.829 0.1466 -0.0111 0.1653 0.1943
H -4.216 0.144 -2.560 -0.0626 0.5502 0.0612 0.2358
H -2.969 1.414 -2.657 -0.1056 -0.4472 0.1506 0.2328
```
Positions in Å, forces in eV/Å.

Calculated values
gap between HOMO and LUMO	8.91	eV
LUMO energy	0.22	eV
structure (SMILES)	O=C1N=C(N2CCNCC2)N=C2OCC[C@@H]12
2S+1	1

=====

What are the relative energy (zero: lowest compared OMol25 entry of this formula, charge and spin) values for these records? In order: 475.3, 548.6, 290.7, 187.3, 522.5, 0.0, 415.8, 25.2 kJ/mol.